DFT (ωB97M-V/def2-TZVPD) results for a cluster of 18 separate species, C52H153N13O18 in total.

Output
Electronic energy ... -4138.82283 Ha
E_LUMO ... 0.5605 eV
Net charge ... 0
Energy relative to the best compared isomer or geometry (same formula, charge and spin) ... 253.2 kJ/mol

XYZ file:
```
236
Properties=species:S:1:pos:R:3:mulliken_charge:R:1
C 23.68 -18.01 18.04 -1.7308
C 24.15 -16.83 18.83 0.2117
C 23.20 -15.63 18.83 0.7950
O 23.85 -14.63 19.56 -0.5768
C 23.01 -13.61 20.05 0.4006
N 24.33 -17.30 20.26 -0.4109
H 22.78 -18.49 18.38 0.3663
H 24.42 -18.77 17.87 0.4931
H 23.44 -17.74 16.99 0.3989
H 25.14 -16.52 18.38 0.1336
H 22.32 -15.83 19.47 -0.4387
H 22.92 -15.41 17.77 -0.1229
H 22.20 -14.05 20.68 -0.4250
H 22.51 -13.05 19.22 -0.1901
H 23.65 -12.96 20.67 0.3101
H 24.86 -16.64 20.78 0.2176
H 24.73 -18.27 20.23 0.2491
C 17.59 -6.99 22.39 -1.2107
C 19.03 -7.56 22.51 1.2618
C 20.11 -6.52 22.05 -0.9633
O 21.38 -7.02 22.34 0.2350
C 22.43 -6.07 22.44 -0.9985
N 19.25 -7.94 23.84 -0.3858
H 17.15 -7.06 21.39 -0.0852
H 17.68 -5.96 22.63 0.4583
H 16.85 -7.47 23.02 0.4142
H 19.21 -8.39 21.89 -0.8754
H 19.86 -5.55 22.54 0.6207
H 20.02 -6.44 20.97 0.2435
H 23.30 -6.66 22.85 0.2259
H 22.28 -5.30 23.21 0.3260
H 22.53 -5.60 21.47 0.2698
H 19.26 -7.11 24.47 0.3269
H 20.20 -8.37 23.97 0.1861
C 15.33 -16.84 19.23 -0.1659
C 15.58 -18.35 19.01 0.5910
C 17.14 -18.53 18.99 -0.4687
O 17.80 -18.03 17.82 -0.1718
C 19.17 -18.34 17.87 -0.6708
N 15.09 -19.17 20.07 -0.7201
H 15.89 -16.29 18.48 -0.3570
H 15.61 -16.56 20.22 0.0702
H 14.27 -16.56 18.97 0.2912
H 15.09 -18.66 18.06 0.1437
H 17.36 -19.58 19.12 0.4727
H 17.44 -17.97 19.89 -0.1878
H 19.62 -17.77 18.70 0.0227
H 19.61 -18.13 16.88 0.3192
H 19.40 -19.39 18.26 0.4182
H 14.07 -19.31 20.18 0.2879
H 15.34 -18.84 20.99 0.1059
C 16.29 -17.48 25.42 -1.2945
C 16.35 -17.92 24.00 1.9098
C 16.83 -19.33 24.02 -1.2578
O 18.07 -19.57 24.66 -0.2317
C 18.58 -20.79 24.13 -0.8085
N 15.13 -17.88 23.27 -0.5294
H 17.22 -17.47 25.99 0.2678
H 15.70 -18.25 26.00 0.4391
H 15.85 -16.48 25.55 0.1093
H 17.08 -17.31 23.45 -0.6867
H 16.85 -19.73 22.98 0.4099
H 15.99 -19.81 24.46 0.4030
H 18.73 -20.77 23.03 0.3368
H 17.91 -21.64 24.33 0.3561
H 19.64 -20.96 24.56 0.1833
H 14.96 -16.93 22.98 0.1275
H 14.43 -18.17 23.90 0.2947
C 18.47 -7.58 17.39 -1.1643
C 17.43 -6.62 17.81 1.6099
C 17.94 -5.19 17.95 -0.8336
O 18.70 -5.20 19.12 -0.0179
C 19.12 -3.87 19.52 -0.8846
N 16.30 -6.59 16.84 -0.8583
H 19.28 -7.77 18.06 -0.2347
H 18.92 -7.22 16.48 0.3228
H 18.08 -8.55 17.10 0.3397
H 17.03 -6.91 18.80 -0.4978
H 17.10 -4.47 18.04 0.5505
H 18.57 -5.03 17.00 0.1967
H 20.06 -3.50 18.95 0.2695
H 19.38 -3.89 20.55 0.1986
H 18.26 -3.21 19.48 0.4324
H 15.51 -7.10 17.26 0.3336
H 15.97 -5.60 16.88 0.3207
C 19.13 -14.28 25.49 -0.2030
C 17.96 -13.75 26.29 -0.1029
C 18.34 -12.56 27.07 -1.4522
O 18.95 -11.47 26.29 0.0918
C 19.25 -10.33 27.07 -0.7936
N 16.83 -13.43 25.38 0.3728
H 18.63 -15.13 24.94 -0.2958
H 19.88 -14.70 26.16 0.6578
H 19.65 -13.50 24.86 -0.4689
H 17.68 -14.48 27.01 0.7206
H 19.16 -12.83 27.81 0.4306
H 17.48 -12.18 27.68 0.5424
H 19.55 -9.50 26.41 0.1596
H 20.02 -10.53 27.78 0.3167
H 18.32 -10.07 27.64 0.3026
H 16.02 -13.01 25.79 -0.0212
H 17.27 -12.84 24.71 -0.3428
C 21.54 -9.82 18.34 -0.0277
C 22.81 -9.23 18.91 0.1253
C 23.09 -7.87 18.42 -1.3241
O 22.01 -7.04 18.65 0.3016
C 21.82 -6.06 17.69 -0.5258
N 22.73 -9.35 20.41 0.0828
H 20.59 -9.41 18.68 -0.3649
H 21.52 -10.84 18.68 -0.3420
H 21.39 -9.80 17.25 0.5879
H 23.67 -9.90 18.74 0.4573
H 23.44 -7.96 17.34 0.4607
H 23.98 -7.48 18.95 0.3742
H 20.82 -5.61 17.93 -0.3444
H 21.73 -6.63 16.70 0.3912
H 22.63 -5.30 17.56 0.2409
H 21.96 -8.82 20.84 -0.5751
H 23.51 -8.93 20.86 0.3334
C 23.02 -10.26 23.54 -1.4248
C 21.80 -11.09 23.20 1.6341
C 22.04 -12.46 23.59 0.2327
O 23.20 -12.97 22.98 -0.4717
C 23.43 -14.35 23.15 -0.5126
N 20.63 -10.45 23.87 1.3359
H 23.06 -9.96 24.58 0.4252
H 23.00 -9.32 22.93 -0.2153
H 23.87 -10.87 23.21 0.3680
H 21.66 -11.05 22.11 -0.6223
H 21.27 -13.17 23.36 -0.3302
H 22.03 -12.48 24.75 0.1675
H 23.71 -14.47 24.17 0.5276
H 24.23 -14.66 22.51 0.2831
H 22.54 -14.92 22.97 -0.1141
H 20.44 -10.66 24.81 -0.1514
H 19.75 -10.58 23.44 -0.8737
C 18.63 -10.95 20.84 -0.4855
C 18.13 -12.35 20.45 2.1542
C 18.88 -13.36 21.30 0.1023
O 18.49 -14.73 20.99 0.6071
C 19.51 -15.63 21.19 1.9757
N 16.70 -12.35 20.71 -0.0898
H 18.43 -10.68 21.87 -0.2983
H 18.11 -10.22 20.20 0.4278
H 19.74 -10.79 20.75 -0.1352
H 18.43 -12.59 19.40 -1.1508
H 18.80 -13.12 22.39 -0.6598
H 19.96 -13.36 21.07 -0.1909
H 19.58 -15.85 22.23 0.2809
H 20.50 -15.25 20.84 -1.4667
H 19.18 -16.44 20.50 -0.8214
H 16.42 -11.59 21.27 0.0862
H 16.31 -13.13 21.19 0.1735
C 18.18 -14.65 16.40 -1.5182
C 19.24 -13.59 16.65 1.8584
C 20.44 -13.85 15.73 -1.3919
O 21.45 -13.00 16.28 0.2532
C 22.52 -12.83 15.41 -1.0387
N 18.64 -12.21 16.48 -0.4269
H 18.59 -15.64 16.45 0.2089
H 17.80 -14.55 15.35 0.4851
H 17.29 -14.56 17.02 0.1286
H 19.58 -13.68 17.70 -0.6879
H 20.11 -13.64 14.71 0.4275
H 20.83 -14.85 15.76 0.4170
H 23.13 -13.78 15.26 0.2682
H 23.16 -12.07 15.84 0.2184
H 22.20 -12.56 14.43 0.3944
H 19.49 -11.58 16.54 0.0455
H 18.38 -12.08 15.47 0.3663
C 13.30 -12.41 24.44 -1.1606
C 12.96 -13.45 25.46 0.2031
C 13.33 -14.85 24.97 0.4884
O 13.17 -15.90 25.89 -0.2998
C 11.76 -16.25 26.18 -0.8540
N 13.79 -13.05 26.68 -0.5266
H 12.97 -12.68 23.44 0.3452
H 14.38 -12.41 24.42 -0.0243
H 12.89 -11.47 24.79 0.4491
H 11.94 -13.38 25.73 0.4831
H 14.39 -14.87 24.65 -1.0257
H 12.79 -15.13 24.09 0.5753
H 11.15 -15.45 26.66 0.2585
H 11.76 -17.11 26.85 0.2915
H 11.23 -16.43 25.26 0.3760
H 13.92 -13.78 27.39 0.2000
H 13.34 -12.32 27.24 0.2355
C 11.50 -14.11 15.23 -1.3913
C 12.82 -13.91 16.02 0.6199
C 14.01 -14.74 15.57 0.1303
O 13.60 -16.11 15.54 -0.3574
C 14.70 -17.03 15.68 -0.4939
N 13.16 -12.49 16.07 -0.7461
H 11.15 -15.11 15.37 0.3284
H 11.56 -14.08 14.20 0.3711
H 10.82 -13.38 15.73 0.3515
H 12.65 -14.36 17.00 0.1088
H 14.91 -14.56 16.18 -0.2961
H 14.29 -14.45 14.52 0.2336
H 15.03 -17.30 14.69 0.3890
H 14.20 -17.99 15.98 0.1933
H 15.48 -16.73 16.29 0.0936
H 12.41 -11.95 16.50 0.2836
H 13.94 -12.47 16.69 0.2442
C 23.62 -19.26 23.96 -1.6135
C 22.27 -19.22 23.26 1.0249
C 21.68 -17.74 23.28 0.3680
O 21.80 -17.11 24.47 -0.3645
C 20.96 -17.62 25.43 -0.9609
N 22.35 -19.69 21.89 -0.6455
H 23.73 -18.60 24.87 0.3179
H 24.43 -19.08 23.22 0.3462
H 23.78 -20.26 24.35 0.4624
H 21.64 -19.83 23.92 -0.2506
H 20.68 -17.88 22.89 0.2050
H 22.28 -17.20 22.51 -0.2935
H 21.48 -18.55 25.64 0.4389
H 19.95 -17.86 25.06 0.3612
H 21.11 -16.92 26.25 0.2164
H 22.48 -18.87 21.30 0.0648
H 23.19 -20.27 21.85 0.3494
O 15.72 -14.79 22.37 -0.5329
H 15.92 -14.51 23.30 0.4140
H 16.59 -14.91 22.02 -0.0868
O 17.40 -9.86 24.18 -0.7806
H 17.78 -10.43 24.86 0.1281
H 18.00 -9.07 24.09 0.2593
O 15.26 -10.30 22.28 -0.6757
H 15.99 -10.19 22.93 0.4754
H 15.46 -9.90 21.42 0.2987
O 15.33 -9.41 19.20 -0.5101
H 15.51 -10.30 18.81 0.4034
H 14.40 -9.26 18.97 0.2289
O 15.84 -12.04 17.93 -0.6453
H 16.72 -11.89 17.54 0.1933
H 15.92 -12.42 18.87 0.3625
```